15
Properties=species:S:1:pos:R:3:nbo_charge:R:1 method="wB97M-V/def2-TZVPD" charge=+1 orbital_gap_ev="8.22 / 8.22"
C 0.70951 -0.17871 -0.74312 0.388
C 2.09429 -1.66698 0.65217 -0.413
C -2.79223 1.47122 0.32012 -0.504
N 0.01077 0.89068 -1.02842 -0.674
N 1.22854 -0.50796 0.44981 -0.498
S -0.40601 2.02904 0.17952 0.206
I -2.92845 -0.54768 -0.27589 0.270
H 0.60792 -0.93798 -1.41383 0.210
H 3.14845 -1.37709 0.62849 0.232
H 1.72625 -2.31923 -0.17241 0.217
H 2.00781 -2.14803 1.62364 0.243
H -2.98501 2.09123 -0.58508 0.219
H -3.22024 1.95771 1.20902 0.241
H -0.28589 1.03447 -1.96900 0.436
H 1.08430 0.20930 1.12498 0.428

16
Properties=species:S:1:pos:R:3:nbo_charge:R:1 method="wB97M-V/def2-TZVPD" charge=0 orbital_gap_ev="7.36 / 7.38"
C -3.16645 -2.10186 0.58826 -0.666
C 0.18314 2.95786 0.18103 -0.817
C -2.17518 -1.06749 0.91145 -0.552
N 0.03240 0.32717 -0.75963 -1.161
O 0.52710 0.77987 1.68183 -0.966
O 2.31037 1.15427 0.00022 -0.922
S 0.93257 1.22200 0.33282 2.232
I -2.01974 0.52995 -0.22022 0.898
H -2.76412 -3.07344 0.84724 0.224
H -3.56695 -1.89163 -0.44459 0.215
H -3.99181 -1.95065 1.31556 0.212
H -0.17813 2.83263 -0.84785 0.212
H -0.63005 2.91845 0.78960 0.227
H 0.81444 3.76017 0.45122 0.245
H -1.94707 -0.90195 1.95968 0.224
H 0.32524 0.54287 -1.73326 0.395

12
Properties=species:S:1:pos:R:3:nbo_charge:R:1 method="wB97M-V/def2-TZVPD" charge=+1 smiles="C=[NH+]CC" orbital_gap_ev=11.73
C 1.63926 -0.09784 0.28625 0.139
N 0.66975 0.60473 -0.11878 -0.375
C -0.64548 0.15995 -0.61874 -0.260
C -1.48856 -0.63074 0.40535 -0.625
H 2.59053 0.32121 0.58993 0.245
H 1.49949 -1.17121 0.33668 0.227
H 0.76212 1.61794 -0.20218 0.445
H -0.55865 -0.56089 -1.43485 0.246
H -1.20035 1.01927 -0.96130 0.242
H -1.10328 -1.63102 0.55772 0.227
H -1.66314 -0.04383 1.30286 0.233
H -2.49831 -0.73780 -0.00423 0.258

12
Properties=species:S:1:pos:R:3:nbo_charge:R:1 method="wB97M-V/def2-TZVPD" charge=+1 smiles="C/C=C/[NH3+]" orbital_gap_ev=10.97
C 0.16516 -1.95857 -0.42060 -0.658
C 0.16849 -0.47788 -0.49556 -0.067
C -0.20099 0.40634 0.51042 -0.177
N -0.12403 1.85495 0.36243 -0.668
H -0.19550 -2.28083 0.66289 0.225
H 1.14200 -2.28278 -0.64585 0.252
H -0.59399 -2.42965 -1.05148 0.263
H 0.61608 -0.12353 -1.46447 0.214
H -0.65982 -0.10453 1.35602 0.250
H -0.21019 2.23646 1.27071 0.453
H -0.83848 2.04364 -0.28555 0.457
H 0.81207 2.13721 0.05519 0.456

Calculated molecular weight (u), listed in the same order as above: 231.082, 249.073, 58.104, 58.104
Calculated relative energy (zero: lowest compared OMol25 entry of this formula, charge and spin) (kcal per mole), listed in the same order as above: 63.51, 58.76, 5.10, 18.75